(1)
Computed, not measured: the molecule C5H8O, with ωB97M-V/def2-TZVPD.

Its total charge is 0. As for the SMILES: C=CCCC=O.

XYZ file:
```
14
C5H8O ωB97M-V/def2-TZVPD
O 0.2638 -2.1572 0.0818
C 1.2084 -1.4561 -0.2470
C 1.0295 -0.0706 -0.9175
C 0.4589 1.0014 0.0308
C -1.0739 0.7728 0.2562
C -2.0231 1.7033 0.6987
H 2.1098 -1.3489 0.4107
H 0.4046 -0.1686 -1.8515
H 2.0983 0.1614 -1.1122
H 0.7171 2.0534 -0.2445
H 0.8233 0.9501 1.1539
H -1.2084 -0.3353 0.0686
H -2.9526 1.4400 1.2849
H -1.7016 2.8007 0.7077
```



(2)
Computed, not measured: the molecule C5H8O, with ωB97M-V/def2-TZVPD.

Its total charge is 0. As for the SMILES: O=CC1CCC1.

XYZ file:
```
14
C5H8O ωB97M-V/def2-TZVPD
O -1.3546 -0.8148 -1.7753
C -1.6981 -0.4401 -0.6770
C -0.7339 0.1335 0.3276
C 0.3171 1.0994 -0.2879
C 1.4586 0.1310 0.0903
C 0.4255 -0.8468 0.6912
H -2.7617 -0.5279 -0.3702
H -1.2721 0.5309 1.1935
H 0.1856 1.2349 -1.3641
H 0.3566 2.0788 0.1965
H 2.0093 -0.2709 -0.7637
H 2.1803 0.5317 0.8076
H 0.3603 -1.8052 0.1692
H 0.5273 -1.0347 1.7625
```



(3)
Computed, not measured: the molecule C5H8O, with ωB97M-V/def2-TZVPD.

Its total charge is 0.

XYZ file:
```
14
C5H8O ωB97M-V/def2-TZVPD
O 1.7450 -1.4790 0.8510
C 0.9340 -0.8037 -0.1433
C -0.2159 -1.5268 0.4751
C -1.5914 0.8334 -0.2775
C -0.1996 1.3972 -0.1713
C 0.9268 0.6891 -0.0949
H 1.4536 -1.1489 1.7186
H 1.3435 -1.1692 -1.0939
H -1.6006 -0.2400 -0.5006
H -0.4202 -2.4079 -0.1666
H -2.1527 1.3352 -1.0733
H -2.1369 0.9736 0.6631
H -0.1311 2.4854 -0.1704
H 1.8975 1.1842 -0.0586
```



(4)
Computed, not measured: the molecule C5H8O, with ωB97M-V/def2-TZVPD.

Its total charge is 0. As for the SMILES: C=CCCC=O.

XYZ file:
```
14
C5H8O ωB97M-V/def2-TZVPD
O -0.5502 -0.4553 2.6957
C -0.3855 0.1660 1.6610
C -0.6960 -0.3387 0.3015
C -0.7736 0.5207 -0.9665
C 0.5537 0.2660 -1.9054
C 1.8546 -0.1170 -1.6998
H 0.3347 1.0485 1.6591
H 0.0118 -1.2155 0.2394
H -1.6493 -0.8945 0.4669
H -1.5881 0.0614 -1.6124
H -1.0191 1.5655 -0.6539
H 0.2485 0.4839 -2.8915
H 2.5560 -0.2403 -2.5236
H 2.1878 -0.1491 -0.5939
```



(5)
Computed, not measured: the molecule C5H8O, with ωB97M-V/def2-TZVPD.

Its total charge is 0. As for the SMILES: C1CC1[C@H]1CO1.

XYZ file:
```
14
C5H8O ωB97M-V/def2-TZVPD
C -1.6749 -0.3037 -0.2430
C -1.2725 1.1307 -0.4108
C -0.3839 0.1851 0.3518
C 0.8955 -0.2974 -0.2486
C 2.1166 -0.4828 0.5384
O 1.3250 -1.5938 0.1506
H -1.6061 -0.9584 -1.1077
H -2.4869 -0.5454 0.4358
H -1.8092 1.8897 0.1508
H -0.9479 1.4562 -1.3961
H -0.3626 0.2996 1.4334
H 1.0083 -0.1093 -1.3199
H 3.0938 -0.4138 0.0603
H 2.1047 -0.2567 1.6051
```



(6)
Computed, not measured: a cluster of 2 separate species, C5H8O in total, with ωB97M-V/def2-TZVPD.

Its total charge is 0.

XYZ file:
```
14
C5H8O ωB97M-V/def2-TZVPD
C -0.4837 0.9422 1.4542
C -0.5641 1.0144 -0.0850
C 0.5274 0.2271 -0.7684
C 0.3280 -0.6010 -1.7880
C 0.1895 -2.6171 0.7458
O 1.2746 -2.9317 0.6247
H -1.3864 1.2487 2.0044
H -0.2759 -0.0855 1.7564
H 0.3248 1.5782 1.8146
H -1.5418 0.6577 -0.4376
H -0.4123 2.0357 -0.4445
H 1.5487 0.4390 -0.4400
H -0.6755 -0.7751 -2.1725
H 1.1468 -1.1326 -2.2640
```



Ordered gap between HOMO and LUMO results: 9.7; 10.7; 9.1; 10.7; 11.3; 10.9; unit eV.
Ordered energy relative to the best compared isomer or geometry (same formula, charge and spin) results: 62.8; 28.6; 115.8; 53.9; 50.3; 26.7; unit kcal per mole.